Entry a
Formula: C32H26BF3O2S
Source: OMol25
Level of theory: ωB97M-V/def2-TZVPD

Each line ends with the Mulliken charge.
Cartesian coordinates (Å):
C: 1.054 5.545 2.504  -1.480
C: 0.284 4.311 2.167  1.248
C: 0.349 3.109 2.885  -1.256
C: -0.451 2.027 2.533  -0.224
C: -1.357 2.110 1.458  0.362
C: -2.546 1.241 1.363  -0.208
C: -3.367 1.184 0.117  1.705
C: -4.770 1.114 0.266  -1.401
C: -5.620 1.334 -0.814  -0.804
C: -5.105 1.549 -2.096  -0.627
C: -3.714 1.545 -2.278  -1.085
C: -2.867 1.412 -1.171  0.904
C: -1.336 3.294 0.689  -0.516
C: -0.567 4.375 1.066  -0.694
H: 1.589 5.928 1.626  0.259
H: 0.359 6.339 2.807  0.325
H: 1.768 5.383 3.313  0.380
H: 1.031 3.025 3.735  0.322
H: -0.428 1.094 3.099  0.526
H: -3.323 1.820 2.080  -0.036
H: -5.190 0.955 1.256  0.260
H: -6.702 1.308 -0.655  0.391
H: -5.774 1.706 -2.950  0.365
H: -3.287 1.648 -3.277  0.414
H: -1.792 1.504 -1.280  -0.215
H: -1.996 3.407 -0.172  0.414
H: -0.596 5.285 0.469  0.452
C: 1.694 -3.027 0.620  -1.269
C: 0.919 -1.881 0.088  0.544
C: -0.088 -1.923 -0.866  -1.053
C: -0.435 -0.653 -1.399  -0.037
C: 0.252 0.400 -0.787  0.781
B: -3.287 0.374 2.749  0.934
C: 0.605 1.703 -1.318  0.763
C: 1.520 2.539 -0.643  -0.971
C: 1.695 3.859 -1.031  -0.869
C: 0.946 4.363 -2.089  0.325
C: 1.026 5.827 -2.433  0.820
F: 1.447 6.026 -3.720  -0.266
F: -0.196 6.446 -2.301  -0.254
F: 1.890 6.501 -1.613  -0.292
C: 0.111 3.537 -2.835  -1.281
C: -0.011 2.200 -2.491  0.191
O: -3.953 -0.810 2.359  -0.463
C: -3.636 -1.712 3.341  0.561
C: -2.961 -1.065 4.394  0.678
C: -2.776 -1.708 5.605  -0.907
C: -3.205 -3.045 5.694  -0.485
C: -3.775 -3.710 4.607  -0.496
C: -4.057 -3.021 3.417  -0.803
O: -2.758 0.260 4.055  -0.623
S: 1.263 -0.242 0.487  -0.297
H: 1.757 -3.806 -0.154  0.369
H: 2.709 -2.712 0.871  0.364
H: 1.236 -3.469 1.511  0.259
H: -0.482 -2.871 -1.220  0.416
H: -1.140 -0.532 -2.213  0.404
H: 2.044 2.174 0.245  0.254
H: 2.375 4.506 -0.479  0.486
H: -0.460 3.934 -3.671  0.423
H: -0.662 1.544 -3.074  0.404
H: -2.349 -1.181 6.464  0.440
H: -3.083 -3.580 6.633  0.366
H: -4.001 -4.779 4.657  0.370
H: -4.594 -3.468 2.577  0.436

Gap between HOMO and LUMO = 7.63 eV
Structure (SMILES) = Cc1ccc([C@@H](B2Oc3ccccc3O2)c2ccccc2)cc1.Cc1ccc(-c2ccc(C(F)(F)F)cc2)s1
HOMO = -7.7 eV

=====

Entry b
Formula: C32H26BF3O2S
Source: OMol25
Level of theory: ωB97M-V/def2-TZVPD

Each line ends with the Mulliken charge.
Cartesian coordinates (Å):
C: -4.974 -0.371 3.370  -1.538
C: -3.623 -0.118 2.793  1.116
C: -3.162 1.176 2.513  -1.133
C: -1.883 1.350 1.979  -0.681
C: -1.068 0.244 1.670  -0.341
C: 0.256 0.474 0.932  0.713
C: 1.407 0.046 1.834  0.400
C: 2.426 0.988 2.091  -0.350
C: 3.658 0.588 2.617  -0.774
C: 3.826 -0.730 3.061  -0.700
C: 2.745 -1.614 3.010  -0.878
C: 1.525 -1.202 2.461  0.128
C: -1.540 -1.013 2.023  0.705
C: -2.798 -1.215 2.577  -1.539
H: -5.224 -1.428 3.222  0.349
H: -4.976 -0.176 4.449  0.289
H: -5.717 0.281 2.889  0.395
H: -3.794 2.045 2.740  0.386
H: -1.524 2.339 1.692  0.469
H: 0.300 1.590 1.012  -0.002
H: 2.268 2.023 1.762  0.515
H: 4.463 1.330 2.700  0.440
H: 4.778 -1.039 3.484  0.393
H: 2.830 -2.624 3.413  0.436
H: 0.699 -1.923 2.412  0.368
H: -0.987 -1.882 1.682  -0.168
H: -3.127 -2.225 2.835  0.367
C: 0.131 0.865 -6.467  -1.231
C: 0.448 0.417 -5.088  0.585
C: 1.294 -0.576 -4.661  -0.739
C: 1.344 -0.671 -3.218  -0.956
C: 0.470 0.149 -2.531  -0.189
B: 0.497 0.574 -0.817  4.261
C: -0.278 -0.873 -0.853  0.570
C: -1.633 -0.938 -1.152  -0.380
C: -2.362 -2.096 -0.873  -0.892
C: -1.718 -3.189 -0.297  0.380
C: -2.507 -4.340 0.264  0.763
F: -2.292 -5.501 -0.384  -0.279
F: -2.163 -4.551 1.586  -0.263
F: -3.848 -4.101 0.262  -0.303
C: -0.324 -3.205 -0.191  -1.478
C: 0.397 -2.037 -0.461  -0.035
O: 1.992 0.732 -0.869  -0.862
C: 2.228 2.041 -1.002  0.215
C: 1.009 2.789 -1.076  0.238
C: 0.977 4.138 -0.724  -1.125
C: 2.185 4.726 -0.335  -0.455
C: 3.384 4.006 -0.303  -0.581
C: 3.427 2.646 -0.615  -0.869
O: -0.064 1.968 -1.065  -0.960
S: -0.300 1.185 -3.681  -0.260
H: 0.701 0.207 -7.135  0.349
H: -0.949 0.767 -6.661  0.290
H: 0.437 1.913 -6.614  0.279
H: 1.838 -1.198 -5.376  0.339
H: 1.957 -1.414 -2.756  0.540
H: -2.145 -0.059 -1.565  0.366
H: -3.431 -2.141 -1.072  0.483
H: 0.189 -4.115 0.136  0.429
H: 1.481 -2.019 -0.298  0.654
H: 0.026 4.658 -0.729  0.510
H: 2.183 5.786 -0.052  0.364
H: 4.315 4.511 -0.029  0.378
H: 4.317 2.026 -0.519  0.498

Gap between HOMO and LUMO = 5.68 eV
HOMO = -7.5 eV

=====

It is entry a that is most stable; the runner-up trails by 3.452 eV.

=====

Entry a
Formula: C3H8N2
Source: OMol25
Level of theory: ωB97M-V/def2-TZVPD

Each line ends with the Mulliken charge.
Cartesian coordinates (Å):
C: 0.617 -0.100 -0.451  0.112
C: -1.388 0.081 0.932  -1.103
C: -0.819 0.066 -0.511  -0.358
N: 1.776 0.494 -0.980  -0.403
N: 1.547 0.371 0.433  -0.457
H: 1.177 -2.501 -0.632  -0.002
H: -2.387 0.314 0.859  0.363
H: -0.884 0.827 1.456  0.362
H: -1.229 -0.940 1.257  0.301
H: -1.127 0.890 -0.978  0.414
H: -1.167 -0.759 -1.184  0.222
H: 2.574 -0.093 -1.158  0.300
H: 1.309 1.351 0.956  0.250

Gap between HOMO and LUMO (alpha / beta) = 10.19 / 7.34 eV
HOMO (alpha / beta) = -9.7 / -7.7 eV

=====

Entry b
Formula: C3H8N2
Source: OMol25
Level of theory: ωB97M-V/def2-TZVPD

Each line ends with the Mulliken charge.
Cartesian coordinates (Å):
C: 0.056 -0.011 0.631  0.077
C: 0.642 0.806 -0.462  -0.404
C: -0.221 -1.105 -0.451  -0.500
H: -1.651 1.134 0.996  0.206
H: -1.375 0.067 2.233  0.225
H: 0.868 -0.425 1.314  0.226
H: -0.085 1.593 -0.723  0.243
H: 1.603 1.325 -0.281  0.240
H: 0.483 -0.333 -2.294  0.210
H: 0.189 -2.108 -0.164  0.216
H: -1.280 -1.215 -0.711  0.276
N: -0.926 0.644 1.509  -0.602
N: 0.695 -0.383 -1.320  -0.413

Gap between HOMO and LUMO = 10.03 eV
Structure (SMILES) = NC1CNC1
HOMO = -8.8 eV

=====

It is entry b that is most stable; the runner-up trails by 5.812 eV.

=====

Entry a
Formula: C3H8N2
Source: OMol25
Level of theory: ωB97M-V/def2-TZVPD

Each line ends with the Mulliken charge.
Cartesian coordinates (Å):
C: -0.023 1.162 -0.200  -0.485
C: 0.563 -0.254 -0.282  0.138
C: 0.995 -0.991 0.934  -1.103
N: -1.388 0.916 -0.656  -0.326
N: -1.428 -0.560 -0.641  -0.531
H: 0.041 1.551 0.822  0.246
H: 0.474 1.868 -0.878  0.238
H: 1.025 -0.527 -1.216  0.428
H: 1.955 -1.474 0.760  0.315
H: 0.272 -1.765 1.192  0.274
H: 1.068 -0.318 1.787  0.325
H: -2.100 1.241 0.000  0.251
H: -1.454 -0.850 -1.622  0.232

Gap between HOMO and LUMO = 9.11 eV
HOMO = -8.3 eV

=====

Entry b
Formula: C3H8N2
Source: OMol25
Level of theory: ωB97M-V/def2-TZVPD

Each line ends with the Mulliken charge.
Cartesian coordinates (Å):
C: 0.863 0.720 -1.459  -1.132
C: 0.142 0.243 -0.261  0.663
C: -0.341 -0.979 -0.093  -0.303
N: -0.860 -1.532 1.088  -0.573
N: 0.191 1.381 0.657  -0.517
H: 0.148 0.321 -2.369  0.260
H: 0.871 1.815 -1.722  0.324
H: 1.959 0.409 -1.502  0.207
H: -0.359 -1.633 -0.983  0.284
H: -1.080 -0.716 1.868  0.200
H: -1.637 -2.187 1.091  0.232
H: 1.036 1.970 0.704  0.205
H: -0.240 1.173 1.575  0.150

Gap between HOMO and LUMO = 8.28 eV
Structure (SMILES) = C/C(N)=C/N
HOMO = -7.3 eV

=====

It is entry b that is most stable; the runner-up trails by 1.985 eV.